[1]
{"formula": "C4H12", "method": "wB97M-V/def2-TZVPD", "e_homo_ev": -11.20, "smiles": "CC.CC", "e_tot_ev": -4341.1743, "relative_energy_kj_mol": 130.6, "fmax_ha_per_bohr": 0.0610, "gap_ev": 12.32, "lumo_ev": 1.116, "symbols": ["C", "C", "H", "H", "H", "H", "H", "H", "C", "C", "H", "H", "H", "H", "H", "H"], "xyz": [[0.069, 1.978, 0.008], [0.961, 2.385, 1.113], [-0.357, 3.000, -0.204], [0.493, 1.437, -0.987], [-0.668, 1.289, 0.288], [0.321, 2.967, 1.897], [1.595, 1.491, 1.507], [1.460, 3.183, 0.690], [-1.093, -2.480, -0.923], [0.051, -1.871, -0.144], [-1.515, -3.273, -0.352], [-1.863, -1.808, -1.270], [-0.578, -3.015, -1.813], [-0.083, -1.865, 0.936], [0.355, -0.953, -0.607], [0.916, -2.524, -0.403]], "lowdin_charge": [-0.231, -0.209, 0.081, 0.113, 0.020, 0.105, 0.101, 0.019, -0.179, -0.182, 0.043, 0.053, 0.095, 0.067, 0.030, 0.073]}

=====

[2]
{"formula": "C8H13N2O2", "method": "wB97M-V/def2-TZVPD", "e_homo_ev": -11.41, "smiles": "C/C(O)=[NH+]/C(N)=C\\C=C/C=C/O", "e_tot_ev": -15572.3645, "relative_energy_kj_mol": 373.6, "fmax_ha_per_bohr": 0.0872, "gap_ev": 7.32, "total_charge": 1, "lumo_ev": -4.088, "symbols": ["C", "C", "C", "C", "C", "C", "C", "C", "N", "N", "O", "O", "H", "H", "H", "H", "H", "H", "H", "H", "H", "H", "H", "H", "H"], "xyz": [[2.171, 0.617, 0.591], [2.526, -0.636, 0.305], [1.069, 1.341, -0.126], [1.611, -1.389, -0.456], [-1.705, -0.139, 0.506], [0.711, 1.234, -1.409], [0.237, -1.356, -0.350], [-2.378, 0.610, 1.536], [-0.472, -0.662, 0.599], [-0.526, -2.030, -1.320], [-2.347, -0.108, -0.650], [0.030, 2.181, -2.057], [2.676, 1.280, 1.206], [3.479, -0.950, 0.661], [0.834, 2.246, 0.410], [2.171, -2.042, -1.194], [0.986, 0.321, -1.998], [-3.148, 1.182, 1.122], [-2.810, 0.064, 2.348], [-1.752, 1.354, 2.204], [-0.015, -0.822, 1.600], [-1.773, -0.487, -1.482], [-1.145, -2.738, -0.997], [0.179, -2.235, -2.068], [-0.162, 2.893, -1.532]], "lowdin_charge": [-0.057, -0.101, -0.105, -0.060, -0.323, -0.189, -0.395, 0.034, 0.146, 0.112, 0.120, 0.084, 0.089, 0.113, 0.111, 0.155, 0.147, 0.084, 0.100, 0.163, 0.257, 0.202, 0.110, 0.137, 0.066]}

=====

[3]
{"formula": "C25H21F6OS", "method": "wB97M-V/def2-TZVPD", "e_homo_ev": -10.56, "e_tot_ev": -55445.5443, "relative_energy_kj_mol": 164.6, "fmax_ha_per_bohr": 0.0385, "gap_ev": 4.46, "total_charge": 1, "lumo_ev": -6.105, "symbols": ["F", "C", "F", "F", "C", "C", "C", "C", "C", "C", "C", "C", "C", "C", "F", "F", "F", "C", "C", "C", "C", "H", "H", "H", "H", "H", "H", "H", "H", "H", "C", "S", "C", "C", "C", "C", "C", "C", "C", "C", "C", "O", "H", "H", "H", "H", "H", "H", "H", "H", "H", "H", "H", "H"], "xyz": [[1.229, -6.438, 1.611], [2.336, -5.881, 1.032], [3.282, -5.760, 2.015], [2.810, -6.777, 0.115], [2.042, -4.559, 0.389], [3.110, -3.706, 0.106], [2.854, -2.466, -0.433], [1.531, -2.043, -0.753], [1.330, -0.764, -1.338], [0.241, -0.336, -2.132], [-0.747, -1.199, -2.703], [-1.798, -0.682, -3.440], [-1.857, 0.684, -3.707], [-3.024, 1.235, -4.469], [-3.055, 2.603, -4.468], [-3.011, 0.832, -5.775], [-4.205, 0.805, -3.923], [-0.841, 1.540, -3.280], [0.183, 1.035, -2.512], [0.472, -2.949, -0.452], [0.732, -4.193, 0.089], [4.126, -4.021, 0.350], [3.690, -1.799, -0.667], [2.135, -0.039, -1.212], [-0.646, -2.280, -2.619], [-2.588, -1.332, -3.818], [-0.880, 2.590, -3.553], [1.005, 1.701, -2.231], [-0.561, -2.661, -0.642], [-0.074, -4.891, 0.310], [3.283, 1.872, 1.956], [1.950, 0.618, 2.025], [2.087, 0.212, 3.809], [0.567, 1.630, 1.977], [-0.634, 1.327, 1.276], [-1.743, 2.347, 1.350], [-1.831, 3.397, 2.289], [-2.968, 4.222, 2.347], [-4.038, 4.022, 1.473], [-3.954, 3.003, 0.517], [-2.813, 2.186, 0.454], [-0.827, 0.254, 0.645], [4.246, 1.363, 2.062], [3.236, 2.345, 0.971], [3.148, 2.616, 2.749], [3.031, -0.317, 3.974], [2.048, 1.125, 4.412], [1.262, -0.456, 4.070], [0.595, 2.493, 2.650], [-1.009, 3.584, 2.983], [-3.016, 5.030, 3.086], [-4.932, 4.653, 1.521], [-4.757, 2.821, -0.189], [-2.751, 1.403, -0.294]], "lowdin_charge": [0.131, -0.512, 0.132, 0.144, -0.078, 0.019, 0.016, -0.180, 0.120, -0.178, 0.042, 0.035, -0.070, -0.509, 0.130, 0.144, 0.135, 0.033, 0.037, 0.034, 0.035, 0.142, 0.133, 0.136, 0.121, 0.145, 0.137, 0.137, 0.124, 0.139, -0.250, 0.998, -0.243, -0.359, -0.468, -0.153, -0.030, -0.076, -0.080, -0.068, -0.029, -0.055, 0.056, 0.056, 0.066, 0.055, 0.067, 0.065, 0.061, 0.098, 0.109, 0.110, 0.101, 0.100]}

=====

[4]
{"formula": "C22H19AsBr3CdF6N2O4", "method": "wB97M-V/def2-TZVPD", "multiplicity": 2, "e_homo_ev": [-8.93, -9.07], "e_tot_ev": -326133.8761, "relative_energy_kj_mol": 0.0, "fmax_ha_per_bohr": 0.0024, "gap_ev": [8.03, 6.13], "lumo_ev": [-0.902, -2.942], "symbols": ["Cd", "Br", "C", "C", "C", "Br", "C", "C", "C", "C", "N", "C", "C", "O", "H", "H", "H", "H", "O", "C", "C", "C", "C", "C", "C", "N", "H", "H", "H", "H", "H", "H", "H", "H", "H", "H", "H", "F", "As", "F", "F", "F", "F", "F", "Br", "C", "C", "C", "C", "C", "C", "C", "O", "O", "H", "H", "H", "H"], "xyz": [[-0.538, -0.487, 0.158], [-3.567, -4.893, 0.946], [-2.827, -3.785, 2.241], [-3.124, -3.973, 3.576], [-2.582, -3.147, 4.544], [-3.039, -3.468, 6.330], [-1.699, -2.067, 4.213], [-1.138, -1.177, 5.143], [-0.323, -0.165, 4.702], [-0.078, -0.041, 3.333], [-0.596, -0.875, 2.453], [-1.388, -1.865, 2.865], [-1.948, -2.725, 1.800], [-1.676, -2.540, 0.613], [-3.791, -4.772, 3.868], [-1.358, -1.289, 6.196], [0.115, 0.541, 5.392], [0.537, 0.757, 2.934], [-0.878, -0.517, -2.058], [-1.430, 0.256, -2.845], [-1.409, -0.016, -4.316], [-0.075, 0.633, -4.772], [0.185, 2.083, -4.312], [0.463, 2.287, -2.808], [-0.802, 2.385, -1.941], [-1.844, 1.498, -2.496], [-2.255, 0.460, -4.815], [-1.411, -1.083, -4.526], [-0.042, 0.599, -5.862], [0.741, 0.005, -4.408], [-0.637, 2.733, -4.637], [1.063, 2.426, -4.862], [1.051, 3.195, -2.665], [1.085, 1.466, -2.445], [-1.223, 3.389, -1.953], [-0.592, 2.146, -0.902], [-2.354, 1.953, -3.237], [-2.940, 0.038, 0.155], [-3.290, 1.349, 1.310], [-4.971, 1.065, 1.149], [-3.189, 0.159, 2.577], [-3.484, 2.589, 2.476], [-1.520, 1.529, 1.392], [-3.309, 2.482, 0.015], [6.218, 3.080, -0.376], [5.473, 1.335, -0.379], [6.306, 0.243, -0.565], [5.756, -1.031, -0.570], [4.393, -1.206, -0.394], [3.572, -0.101, -0.207], [4.111, 1.180, -0.198], [2.095, -0.286, -0.029], [1.379, 0.746, 0.163], [1.608, -1.439, -0.089], [7.369, 0.389, -0.703], [6.401, -1.888, -0.715], [3.945, -2.190, -0.402], [3.461, 2.031, -0.052]], "lowdin_charge": [1.476, 0.880, -0.582, -0.161, -0.586, 0.865, -0.184, -0.006, -0.005, -0.091, 0.048, -0.164, -0.380, -0.021, 0.102, 0.087, 0.117, 0.120, -0.021, -0.479, -0.088, -0.169, -0.183, -0.167, -0.162, 0.074, 0.122, 0.122, 0.111, 0.120, 0.115, 0.110, 0.115, 0.099, 0.126, 0.074, 0.130, -0.310, 0.735, -0.220, -0.227, -0.222, -0.311, -0.229, 0.727, -0.680, -0.128, -0.069, -0.017, -0.138, -0.068, -0.648, -0.118, -0.069, 0.099, 0.106, 0.116, 0.110]}

=====

[5]
{"formula": "C32H85FFeO11", "method": "wB97M-V/def2-TZVPD", "multiplicity": 7, "e_homo_ev": [-3.63, -8.87], "e_tot_ev": -94185.5049, "relative_energy_kj_mol": 0.0, "fmax_ha_per_bohr": 0.0640, "gap_ev": [3.96, 7.49], "lumo_ev": [0.333, -1.373], "symbols": ["Fe", "C", "C", "O", "H", "H", "H", "H", "H", "F", "C", "C", "C", "O", "H", "H", "H", "H", "H", "H", "H", "H", "C", "C", "C", "O", "H", "H", "H", "H", "H", "H", "H", "H", "C", "C", "C", "O", "H", "H", "H", "H", "H", "H", "H", "H", "C", "C", "C", "O", "H", "H", "H", "H", "H", "H", "H", "H", "C", "C", "C", "O", "H", "H", "H", "H", "H", "H", "H", "H", "C", "C", "C", "O", "H", "H", "H", "H", "H", "H", "H", "H", "C", "C", "C", "O", "H", "H", "H", "H", "H", "H", "H", "H", "C", "C", "C", "O", "H", "H", "H", "H", "H", "H", "H", "H", "C", "C", "C", "O", "H", "H", "H", "H", "H", "H", "H", "H", "C", "C", "C", "O", "H", "H", "H", "H", "H", "H", "H", "H"], "xyz": [[-3.038, -1.869, -0.121], [0.006, 0.897, 1.201], [-0.452, 0.363, -0.204], [-1.414, -0.623, -0.143], [0.469, 0.057, 1.717], [-0.866, 1.213, 1.774], [0.662, 1.748, 1.014], [0.458, -0.028, -0.658], [-0.770, 1.131, -0.908], [-3.852, -1.168, -1.786], [1.735, -0.311, 4.757], [2.755, -0.303, 3.573], [3.177, 1.136, 3.167], [3.909, -1.063, 3.987], [2.295, -0.175, 5.682], [1.132, -1.215, 4.843], [1.097, 0.547, 4.545], [2.234, -0.725, 2.714], [3.427, 1.733, 4.044], [2.283, 1.593, 2.742], [4.021, 1.054, 2.482], [4.556, -0.972, 3.283], [-2.276, 0.572, 4.754], [-3.571, -0.201, 5.154], [-4.504, 0.780, 5.818], [-4.124, -0.732, 3.968], [-1.858, 1.031, 5.650], [-2.341, 1.400, 4.048], [-1.459, -0.034, 4.362], [-3.258, -0.960, 5.871], [-4.833, 1.640, 5.234], [-4.089, 1.193, 6.738], [-5.374, 0.246, 6.200], [-4.794, -1.349, 4.273], [-2.009, -3.085, 3.789], [-1.266, -2.546, 2.584], [0.179, -3.038, 2.457], [-1.985, -2.878, 1.436], [-3.085, -3.158, 3.626], [-1.854, -2.512, 4.703], [-1.670, -4.092, 4.033], [-1.213, -1.457, 2.592], [0.289, -4.121, 2.509], [0.856, -2.741, 3.258], [0.659, -2.723, 1.530], [-2.307, -3.750, 1.675], [4.781, -3.186, 0.094], [4.558, -2.044, -0.809], [3.100, -1.499, -0.778], [5.433, -0.987, -0.523], [4.302, -3.066, 1.066], [5.815, -3.480, 0.271], [4.347, -4.030, -0.442], [4.844, -2.397, -1.800], [2.842, -1.254, 0.252], [2.402, -2.275, -1.093], [2.884, -0.661, -1.441], [5.431, -0.334, -1.227], [-0.282, -4.931, -0.808], [-0.555, -3.515, -1.271], [-0.092, -3.130, -2.680], [-1.998, -3.250, -1.271], [0.784, -5.149, -0.750], [-0.783, -5.634, -1.475], [-0.631, -5.163, 0.198], [-0.093, -2.766, -0.629], [0.989, -3.061, -2.808], [-0.403, -2.124, -2.963], [-0.487, -3.772, -3.467], [-2.309, -3.928, -1.876], [3.759, -1.293, -4.824], [3.013, 0.017, -4.953], [1.642, -0.020, -4.255], [3.730, 1.119, -4.446], [4.702, -1.247, -5.369], [3.204, -2.133, -5.241], [3.935, -1.363, -3.750], [2.915, 0.207, -6.022], [1.556, -0.353, -3.220], [0.953, -0.696, -4.761], [1.256, 0.996, -4.334], [3.262, 1.909, -4.728], [-6.158, 0.064, 0.779], [-4.683, 0.474, 0.744], [-4.342, 1.704, 1.609], [-3.983, -0.642, 1.311], [-6.886, 0.873, 0.726], [-6.457, -0.468, 1.682], [-6.315, -0.675, -0.007], [-4.388, 0.659, -0.289], [-3.363, 2.104, 1.344], [-4.479, 1.625, 2.687], [-4.975, 2.574, 1.434], [-3.992, -0.462, 2.253], [4.822, 3.499, -2.326], [4.769, 2.390, -1.275], [3.341, 2.224, -0.689], [5.145, 1.217, -1.979], [5.777, 3.460, -2.849], [4.760, 4.480, -1.856], [4.042, 3.363, -3.075], [5.420, 2.636, -0.436], [2.521, 2.130, -1.401], [3.101, 2.932, 0.104], [3.365, 1.286, -0.134], [4.730, 1.257, -2.843], [-2.147, 1.285, -3.983], [-3.076, 0.440, -4.890], [-2.732, 0.525, -6.427], [-2.845, -0.857, -4.441], [-2.495, 1.218, -2.952], [-2.108, 2.331, -4.286], [-1.122, 0.917, -4.032], [-4.110, 0.695, -4.656], [-3.126, 1.458, -6.830], [-3.095, -0.297, -7.045], [-1.661, 0.542, -6.626], [-3.231, -0.914, -3.564], [0.121, 4.631, 1.367], [-0.364, 5.356, 0.080], [-0.944, 4.345, -0.931], [-1.424, 6.285, 0.320], [-0.684, 4.051, 1.817], [0.443, 5.389, 2.081], [1.000, 4.018, 1.166], [0.469, 5.888, -0.379], [-1.234, 4.840, -1.858], [-1.742, 3.744, -0.494], [-0.187, 3.626, -1.244], [-2.223, 5.771, 0.460]], "lowdin_charge": [1.039, -0.048, -0.351, -0.290, 0.047, 0.056, 0.042, 0.084, 0.088, -0.465, -0.040, -0.463, -0.041, -0.053, 0.083, 0.056, 0.066, 0.087, 0.083, 0.052, 0.076, 0.075, -0.040, -0.457, -0.060, -0.070, 0.082, 0.073, 0.047, 0.135, 0.084, 0.084, 0.080, 0.115, -0.036, -0.462, -0.025, -0.187, 0.079, 0.074, 0.087, 0.114, 0.083, 0.066, 0.070, 0.075, -0.060, -0.512, -0.035, -0.052, 0.077, 0.088, 0.083, 0.124, 0.068, 0.058, 0.046, 0.033, -0.037, -0.427, -0.038, -0.195, 0.086, 0.086, 0.067, 0.102, 0.067, 0.072, 0.088, 0.102, -0.029, -0.475, -0.042, -0.062, 0.085, 0.090, 0.066, 0.136, 0.058, 0.082, 0.071, 0.095, -0.045, -0.425, -0.032, -0.191, 0.079, 0.076, 0.075, 0.121, 0.068, 0.064, 0.080, 0.045, -0.052, -0.427, -0.046, -0.073, 0.086, 0.082, 0.066, 0.142, 0.076, 0.067, 0.051, 0.049, -0.054, -0.469, -0.039, -0.078, 0.064, 0.070, 0.053, 0.131, 0.066, 0.069, 0.063, 0.029, -0.049, -0.455, -0.064, -0.056, 0.070, 0.076, 0.051, 0.135, 0.082, 0.071, 0.062, 0.078]}